Entry 1:
Here is C14H17F5GePbS3 as an isolated structure from OMol25. Energies are from ωB97M-V/def2-TZVPD.

Geometry as ORCA input:
```
! RIJCOSX wB97M-V def2-TZVPD def2/J DEFGRID3
* xyz 0 1
Pb 0.09560 0.54382 -0.24637
C 2.80220 0.35082 3.78213
C 2.26530 0.21262 2.38953
S 0.54800 0.31032 2.29353
C 3.10450 0.09582 1.30993
C 4.58550 0.29972 1.42343
S 2.59710 -0.22608 -0.30097
H 1.97720 0.39582 4.48663
H 3.39090 1.26092 3.88503
H 3.42750 -0.50468 4.03493
H 4.91680 0.39662 2.45093
H 4.85990 1.20332 0.87793
H 5.12020 -0.52068 0.94933
C -2.38090 -1.91008 2.27933
Ge -1.22310 -2.76148 0.91133
C 0.55670 -3.30488 1.60673
C -2.14930 -4.36868 0.16193
C -0.99600 -1.54238 -0.64657
H -2.59000 -2.60178 3.09053
H -3.32900 -1.61438 1.83943
H -1.90870 -1.02758 2.69983
H 0.44970 -4.03458 2.40433
H 1.09910 -2.45378 2.00383
H 1.15450 -3.75048 0.81683
H -2.31950 -5.09068 0.95573
H -1.55040 -4.84478 -0.60747
H -3.10980 -4.10328 -0.26707
H -1.94820 -1.26858 -1.08777
H -0.36630 -1.99028 -1.40897
F -1.81330 4.35882 -6.15437
C -1.69800 3.96772 -4.88207
C -2.66540 3.15012 -4.30447
F -3.69560 2.72262 -5.04097
C -2.55410 2.77442 -2.97307
F -3.49040 1.97552 -2.44997
C -1.48610 3.19362 -2.16867
S -1.46410 2.84192 -0.46237
C -0.50950 3.98922 -2.78287
F 0.55520 4.38712 -2.07847
C -0.60490 4.36722 -4.11627
F 0.34680 5.12082 -4.67437
*
```

As for the HOMO energy: -0.280 hartree. For the calculated total energy, the calculation gives -4507.25109 hartree. The value obtained for the gap between HOMO and LUMO is 5.16 eV.

In the natural (NBO) picture, each atom carries the following charge in e:
1 Pb 1.069
2 C -0.653
3 C -0.154
4 S -0.125
5 C -0.222
6 C -0.640
7 S -0.068
8 H 0.231
9 H 0.226
10 H 0.225
11 H 0.220
12 H 0.230
13 H 0.223
14 C -1.074
15 Ge 1.581
16 C -1.072
17 C -1.060
18 C -1.105
19 H 0.235
20 H 0.231
21 H 0.238
22 H 0.231
23 H 0.239
24 H 0.231
25 H 0.232
26 H 0.229
27 H 0.229
28 H 0.228
29 H 0.229
30 F -0.280
31 C 0.279
32 C 0.260
33 F -0.286
34 C 0.342
35 F -0.291
36 C -0.325
37 S -0.124
38 C 0.325
39 F -0.289
40 C 0.300
41 F -0.293

***

Entry 2:
Here is C14H17HgIN2O2 as an isolated structure from OMol25. Energies are from ωB97M-V/def2-TZVPD.

Geometry as ORCA input:
```
! RIJCOSX wB97M-V def2-TZVPD def2/J DEFGRID3
* xyz 0 1
C 2.88156 3.26625 1.10482
C 3.39466 1.92946 0.55174
H 2.34259 3.83604 0.34214
H 3.73824 3.88020 1.39510
H 2.22237 3.18968 1.96657
H 2.68482 1.37236 -0.09473
H 4.27182 2.13952 -0.07843
H 3.70358 1.27312 1.37494
C -2.90113 1.32392 -0.47821
C -4.09492 1.17330 -1.18752
C -4.19171 0.10179 -2.08024
C -3.08073 -0.72727 -2.25178
H -2.77509 2.15820 0.21310
H -4.89861 1.89170 -1.02515
H -5.10782 -0.08749 -2.63792
H -3.09211 -1.56318 -2.95121
N -1.83932 0.53470 -0.62568
C -1.90661 -0.47774 -1.50995
C -0.71695 -1.34625 -1.59932
N 0.44087 -0.86504 -1.11113
C 1.52212 -1.64504 -1.09928
C 0.30363 -3.49425 -2.01159
C 1.49808 -2.98151 -1.51786
H 2.43759 -1.18855 -0.70932
H 2.39506 -3.58390 -1.42902
C -0.81009 -2.66643 -2.07778
H -1.77509 -3.01271 -2.43499
H 0.21359 -4.52866 -2.31998
Hg 0.39608 1.33022 0.43048
I -0.44572 3.90957 0.00356
C 0.26556 -0.72079 4.13301
O 0.25456 0.14374 2.96830
C 0.72004 -0.36173 1.82018
O 1.14782 -1.49444 1.69653
H -0.53160 -0.33902 4.77168
H 1.23224 -0.61761 4.63560
H 0.10064 -1.75217 3.82333
*
```

As for the HOMO energy: -0.303 hartree. For the calculated total energy, the calculation gives -1254.79680 hartree. The value obtained for the gap between HOMO and LUMO is 8.06 eV. The value obtained for the relative energy (zero: lowest compared OMol25 entry of this formula, charge and spin) is 16.8 kcal per mole.

In the natural (NBO) picture, each atom carries the following charge in e:
1 C -0.633
2 C -0.610
3 H 0.224
4 H 0.208
5 H 0.210
6 H 0.167
7 H 0.212
8 H 0.212
9 C 0.060
10 C -0.252
11 C -0.156
12 C -0.232
13 H 0.223
14 H 0.230
15 H 0.224
16 H 0.219
17 N -0.484
18 C 0.166
19 C 0.168
20 N -0.477
21 C 0.086
22 C -0.161
23 C -0.245
24 H 0.208
25 H 0.227
26 C -0.229
27 H 0.216
28 H 0.222
29 Hg 1.118
30 I -0.610
31 C -0.286
32 O -0.552
33 C 0.401
34 O -0.663
35 H 0.195
36 H 0.188
37 H 0.205

***

Entry 3:
Here is a single C14H17IN2O4 molecule from OMol25. Energies are from ωB97M-V/def2-TZVPD.

Geometry as ORCA input:
```
! RIJCOSX wB97M-V def2-TZVPD def2/J DEFGRID3
* xyz 0 1
C -5.59257 1.31619 -0.46682
C -4.49900 0.16881 -0.71043
O -3.37464 0.53401 0.04704
C -2.29606 -0.36014 -0.04024
O -2.44229 -1.51152 -0.59070
C -0.86398 0.13925 0.32997
C -0.73616 1.03226 1.59272
C 0.52137 0.94495 2.49989
C 1.78130 1.65304 1.86570
C 2.47185 2.43352 2.93899
O 2.95762 1.82568 3.83711
O 2.48337 3.81779 2.84009
N 0.22838 0.04709 -0.28158
N 0.25267 -0.93469 -1.13324
C 1.36564 -1.56177 -1.59834
C 2.65462 -1.09842 -1.20858
C 3.79114 -1.90537 -1.47591
C 3.73861 -2.89631 -2.43566
I 5.59475 -3.87500 -3.13349
C 2.50204 -3.21343 -2.94522
C 1.28949 -2.62168 -2.46060
H -6.48881 1.09368 -1.08263
H -5.83187 1.36711 0.58196
H -5.11001 2.33670 -0.53260
H -4.33750 0.22590 -1.82650
H -4.88781 -0.88757 -0.55588
H -0.82181 1.98865 1.13661
H -1.61481 0.88988 2.20903
H 0.26524 1.46444 3.43413
H 0.75701 -0.03152 2.87992
H 1.32242 2.35714 1.19366
H 2.38131 0.99325 1.22526
H 2.81561 4.16525 3.66506
H -0.61901 -1.30524 -1.50622
H 2.88411 -0.16591 -0.55671
H 4.74810 -1.63564 -1.15666
H 2.44040 -4.00292 -3.66805
H 0.26929 -2.78747 -2.91109
*
```

As for the HOMO energy: -0.292 hartree. For the calculated total energy, the calculation gives -1251.74268 hartree. As for the structure (SMILES): CCOC(=O)/C(CCCC(=O)O)=N\Nc1ccc(I)cc1. The value obtained for the gap between HOMO and LUMO is 7.82 eV.

In the natural (NBO) picture, each atom carries the following charge in e:
1 C -0.631
2 C -0.082
3 O -0.502
4 C 0.743
5 O -0.605
6 C 0.123
7 C -0.431
8 C -0.376
9 C -0.512
10 C 0.794
11 O -0.584
12 O -0.693
13 N -0.174
14 N -0.398
15 C 0.142
16 C -0.235
17 C -0.231
18 C -0.120
19 I 0.094
20 C -0.229
21 C -0.247
22 H 0.222
23 H 0.210
24 H 0.221
25 H 0.181
26 H 0.207
27 H 0.218
28 H 0.217
29 H 0.215
30 H 0.223
31 H 0.214
32 H 0.248
33 H 0.492
34 H 0.391
35 H 0.230
36 H 0.219
37 H 0.224
38 H 0.220

***

Entry 4:
Here is a single C14H17N3O3S molecule from OMol25. Energies are from ωB97M-V/def2-TZVPD.

Geometry as ORCA input:
```
! RIJCOSX wB97M-V def2-TZVPD def2/J DEFGRID3
* xyz 0 1
N 0.51865 1.53178 2.43805
C 0.31327 0.45627 1.41836
C 0.54907 1.06693 0.01841
C -0.42194 2.12739 -0.46019
C -0.97885 3.17396 0.30179
N -1.84388 3.88576 -0.47705
C -1.82357 3.38291 -1.74740
C -2.51608 3.74644 -2.90228
C -2.32818 2.99616 -4.03846
C -1.47070 1.90928 -4.09525
C -0.77560 1.51398 -2.95801
C -0.96129 2.27210 -1.77685
C 1.21510 -0.72360 1.65630
O 2.26555 -0.63501 2.21729
N 0.73743 -1.88311 1.11394
C 1.54842 -3.08621 1.17824
C 1.61271 -3.68574 2.57240
S 0.03074 -4.22836 3.26990
C 1.02835 -4.09382 0.16993
O 0.01077 -3.94765 -0.42060
O 1.74798 -5.23755 0.02399
H 0.24302 1.14878 3.32310
H 1.51557 1.65305 2.51776
H -0.69030 -0.00116 1.40091
H 1.55175 1.51936 0.07595
H 0.59135 0.25213 -0.71911
H -0.81433 3.39562 1.32708
H -2.29507 4.68160 -0.11858
H -3.25862 4.52986 -2.80569
H -2.87266 3.44070 -4.89835
H -1.34596 1.35343 -5.01376
H -0.15169 0.60499 -3.08027
H -0.17069 -2.06479 0.68781
H 2.61172 -2.93755 0.94902
H 1.98795 -2.91581 3.28463
H 2.24692 -4.57577 2.60089
H -0.20966 -5.29088 2.45297
H 2.60274 -5.33549 0.51312
*
```

As for the HOMO energy: -0.279 hartree. For the calculated total energy, the calculation gives -1331.89359 hartree. As for the structure (SMILES): N[C@@H](Cc1c[nH]c2ccccc12)C(=O)N[C@@H](CS)C(=O)O. The value obtained for the gap between HOMO and LUMO is 7.82 eV. The value obtained for the relative energy (zero: lowest compared OMol25 entry of this formula, charge and spin) is 18.6 kcal per mole.

In the natural (NBO) picture, each atom carries the following charge in e:
1 N -0.819
2 C -0.133
3 C -0.409
4 C -0.120
5 C -0.014
6 N -0.516
7 C 0.107
8 C -0.225
9 C -0.234
10 C -0.226
11 C -0.226
12 C -0.030
13 C 0.676
14 O -0.627
15 N -0.636
16 C -0.184
17 C -0.527
18 S -0.036
19 C 0.797
20 O -0.553
21 O -0.690
22 H 0.357
23 H 0.369
24 H 0.201
25 H 0.215
26 H 0.217
27 H 0.233
28 H 0.409
29 H 0.208
30 H 0.213
31 H 0.211
32 H 0.217
33 H 0.441
34 H 0.232
35 H 0.265
36 H 0.213
37 H 0.126
38 H 0.498

***

Entry 5:
Here is C14H17N3ReS as an isolated structure from OMol25. Energies are from ωB97M-V/def2-TZVPD.

Geometry as ORCA input:
```
! RIJCOSX wB97M-V def2-TZVPD def2/J DEFGRID3
* xyz 2 4
C 0.12267 0.77232 2.78531
C -1.20503 2.60494 0.66471
H -0.67975 0.28998 3.29856
H 0.15456 2.04446 3.07946
H 1.11073 0.56245 2.88089
H -1.88586 2.57317 -0.18212
H -2.16379 2.55402 1.57091
H -0.51362 3.32322 0.90151
C 1.03279 -2.06318 1.53506
C 1.45933 -3.37383 1.35914
C 1.38508 -3.95806 0.09900
C 0.88595 -3.21313 -0.95357
H 1.04492 -1.55496 2.48343
H 1.83514 -3.91872 2.22125
H 1.70414 -4.98160 -0.05913
H 0.79951 -3.64576 -1.94697
N 0.54440 -1.34288 0.49183
C 0.45862 -1.88687 -0.76436
C -0.09511 -1.06259 -1.79073
N -0.55525 0.17193 -1.42069
C -1.10387 1.01567 -2.33261
C -0.77538 -0.60569 -4.07621
C -1.22881 0.64383 -3.66607
H -1.43594 1.96493 -1.95035
H -1.68349 1.34451 -4.36198
C -0.20949 -1.44938 -3.13878
H 0.15831 -2.43081 -3.42630
H -0.86206 -0.91734 -5.11066
Re -0.23638 0.49354 0.53361
C 1.41842 1.65488 0.35960
H 1.26815 2.33923 -0.49392
H 2.19821 0.91182 0.09231
H 1.75520 2.23103 1.23757
S -1.11202 1.93453 2.37486
C -1.58321 3.07221 3.40307
N -2.00707 3.90217 4.30236
*
```

As for the HOMO energy (alpha / beta): -0.510 / -0.556 hartree. For the calculated total energy, the calculation gives -1183.30817 hartree. The value obtained for the gap between HOMO and LUMO (alpha / beta) is 5.79 / 6.64 eV. The value obtained for the relative energy (zero: lowest compared OMol25 entry of this formula, charge and spin) is 209.8 kcal per mole.

In the natural (NBO) picture, each atom carries the following charge in e:
1 C -0.918
2 C -0.755
3 H 0.283
4 H 0.327
5 H 0.287
6 H 0.281
7 H 0.213
8 H 0.254
9 C 0.086
10 C -0.199
11 C -0.093
12 C -0.187
13 H 0.224
14 H 0.269
15 H 0.267
16 H 0.246
17 N -0.513
18 C 0.238
19 C 0.135
20 N -0.487
21 C 0.096
22 C -0.093
23 C -0.199
24 H 0.217
25 H 0.269
26 C -0.167
27 H 0.246
28 H 0.267
29 Re 1.051
30 C -0.857
31 H 0.244
32 H 0.247
33 H 0.232
34 S 0.746
35 C -0.235
36 N -0.024

***

> Which formula does entry 5 have?

C14H17N3ReS

***

> Number 5 is which compound?

C14H17N3ReS

***

> Look up the calculated total energy of the fifth one.

-1183.30817 hartree